No. 1
{"formula": "C35H40Cl3KN5O5SeSi", "method": "ωB97M-V with the def2-TZVPD basis set", "e_tot_ev": -181747.613, "total_charge": -1, "lumo_ha": 0.02686, "homo_lumo_gap_ev": 4.451, "e_above_lowest_kcal_mol": 268.95, "spin_multiplicity": 1, "species": ["K", "Se", "N", "C", "C", "C", "C", "C", "N", "C", "C", "N", "C", "C", "C", "C", "C", "N", "H", "H", "H", "H", "H", "H", "Cl", "C", "C", "C", "Cl", "C", "O", "C", "Cl", "C", "H", "H", "C", "C", "C", "N", "C", "C", "H", "H", "H", "H", "H", "C", "C", "C", "C", "O", "Si", "O", "O", "C", "C", "C", "C", "O", "C", "C", "C", "C", "H", "H", "H", "H", "H", "H", "H", "H", "H", "H", "H", "H", "H", "H", "H", "H", "H", "H", "H", "H", "H", "H", "H", "H", "H", "H", "H"], "xyz": [[-0.0872, -0.4145, -1.5070], [-3.3673, 3.6909, -7.9306], [-3.9783, 3.3474, -6.2878], [-3.2501, 2.3807, -5.8022], [-3.4478, 1.8035, -4.4774], [-4.4651, 2.2301, -3.6224], [-4.6018, 1.6189, -2.3993], [-3.7044, 0.6056, -2.0598], [-2.7337, 0.1954, -2.8539], [-2.6031, 0.7753, -4.0498], [-1.5223, 0.2666, -4.9287], [-0.7620, -0.7221, -4.4444], [0.1889, -1.2212, -5.2190], [0.4430, -0.7653, -6.5136], [-0.3274, 0.2588, -7.0123], [-1.3370, 0.7916, -6.2109], [-2.2039, 1.8731, -6.6671], [-2.1019, 2.4339, -7.8397], [-5.1247, 3.0265, -3.9411], [-5.3716, 1.9174, -1.7011], [-3.7750, 0.1000, -1.1025], [0.7758, -2.0302, -4.7984], [1.2327, -1.2161, -7.0984], [-0.1762, 0.6576, -8.0068], [1.3146, -4.5026, -4.1505], [1.1288, -4.2532, -2.3768], [-0.0618, -3.6813, -2.0082], [-0.7074, -3.3600, -0.8198], [-2.3835, -2.7947, -1.0080], [-0.2693, -3.5828, 0.5128], [-0.9326, -3.6330, 1.5350], [2.9262, -5.4015, -0.7355], [2.4104, -5.1525, 1.9308], [2.2015, -4.8986, -1.6730], [-0.7159, -3.4921, -2.8558], [2.9169, -5.4402, -2.3583], [-2.9492, 3.9403, 1.6173], [-2.6866, 2.5833, 1.6758], [-2.1620, 1.9535, 0.5538], [-1.8958, 2.5985, -0.5864], [-2.1463, 3.9061, -0.6255], [-2.6718, 4.6202, 0.4398], [-3.3512, 4.4644, 2.4756], [-2.8515, 2.0059, 2.5759], [-1.9055, 0.8984, 0.5927], [-1.9171, 4.4088, -1.5602], [-2.8519, 5.6830, 0.3459], [1.6523, 2.3791, 0.0802], [1.9053, 2.3713, 1.5893], [0.8569, 3.2134, 2.3141], [3.3030, 2.9126, 1.8767], [1.8985, 1.0487, 2.0746], [0.7243, -0.1422, 2.1174], [-0.1481, -0.3952, 0.8556], [-0.1790, 0.1386, 3.4681], [0.0363, -0.1753, 4.8377], [-1.0342, 0.5917, 5.6071], [-0.1370, -1.6770, 5.0445], [1.4243, 0.2813, 5.2836], [1.7840, -1.4283, 2.4875], [2.9525, -1.5741, 1.8175], [2.5542, -6.7674, 2.3983], [4.1081, -1.7436, 2.7689], [3.1470, -1.3396, 0.5178], [1.8780, 3.3593, -0.3479], [0.6110, 2.1393, -0.1357], [2.2985, 1.6328, -0.3894], [0.7393, 4.1893, 1.8352], [1.1463, 3.3668, 3.3560], [-0.1055, 2.7034, 2.3035], [3.3891, 3.9598, 1.5764], [4.0476, 2.3276, 1.3337], [3.5133, 2.8321, 2.9444], [-2.0232, 0.2931, 5.2558], [-0.9150, 1.6650, 5.4428], [-0.9661, 0.3894, 6.6782], [-1.1206, -1.9891, 4.6916], [-0.0391, -1.9329, 6.1029], [0.6099, -2.2274, 4.4740], [1.5477, 1.3492, 5.0924], [2.1970, -0.2559, 4.7339], [1.5596, 0.0955, 6.3520], [1.9212, -6.9940, 3.2368], [3.5715, -4.5236, 2.1009], [2.7028, -7.4016, 1.5409], [3.7533, -2.1560, 3.7129], [4.5371, -0.7599, 2.9803], [4.8895, -2.3852, 2.3611], [0.8296, -3.7085, 0.5454], [2.3137, -1.1323, -0.1431], [4.1264, -1.0039, 0.2033]], "forces_ev_per_a": [[-0.3, -0.2, -0.5], [0.0, 0.0, 0.0], [0.0, 0.0, 0.0], [0.0, 0.0, 0.0], [0.0, 0.0, 0.0], [0.0, 0.0, 0.0], [0.0, 0.0, 0.0], [0.0, -0.1, 0.0], [0.1, 0.1, 0.0], [0.0, 0.0, 0.0], [-0.1, 0.0, 0.0], [0.2, 0.1, 0.0], [0.0, 0.0, 0.0], [0.0, 0.0, 0.0], [0.0, 0.0, 0.0], [0.0, 0.0, 0.0], [0.0, 0.0, 0.0], [0.0, 0.0, 0.0], [0.0, 0.0, 0.0], [0.0, 0.0, 0.0], [0.0, 0.0, 0.0], [0.0, 0.0, 0.0], [0.0, 0.0, 0.0], [0.0, 0.0, 0.0], [0.0, 0.0, 0.1], [0.1, 0.0, -0.3], [-0.2, -0.2, -0.1], [-0.3, 0.1, 0.1], [0.0, -0.1, 0.1], [0.2, 0.0, 0.0], [0.0, 0.1, 0.0], [0.3, -0.1, -0.6], [-0.2, 0.2, 0.5], [-0.7, 0.3, -0.1], [0.2, 0.1, -0.1], [0.3, -0.2, 0.3], [0.0, 0.0, 0.0], [0.0, 0.0, 0.0], [0.0, 0.0, -0.1], [0.1, 0.0, 0.1], [0.0, 0.0, 0.0], [0.0, 0.0, 0.0], [0.0, 0.0, 0.0], [0.0, 0.0, 0.0], [0.1, 0.0, 0.0], [0.0, 0.0, 0.0], [0.0, 0.0, 0.0], [0.0, 0.0, 0.0], [0.0, 0.0, -0.1], [0.0, 0.0, 0.0], [0.0, 0.0, 0.0], [-0.1, 0.1, 0.1], [0.3, -0.4, 0.0], [0.1, 0.6, 0.2], [0.0, -0.1, 0.0], [0.0, 0.0, 0.0], [0.0, 0.0, 0.0], [0.0, 0.0, 0.0], [0.0, 0.0, 0.0], [-0.2, -0.4, -0.3], [0.1, 1.0, 0.5], [0.5, -0.1, 0.1], [0.1, -0.1, 0.0], [-0.3, 0.3, 0.0], [0.0, 0.0, 0.0], [0.0, 0.0, 0.0], [0.0, 0.0, 0.0], [0.0, 0.0, 0.0], [0.0, 0.0, 0.0], [0.0, 0.0, 0.0], [0.0, 0.0, 0.0], [0.0, 0.0, 0.0], [0.0, 0.0, 0.0], [0.0, 0.0, 0.0], [0.0, 0.0, 0.0], [0.0, 0.0, 0.0], [0.0, 0.0, 0.0], [0.0, 0.0, 0.0], [0.0, 0.0, 0.0], [0.0, 0.0, 0.0], [0.0, 0.0, 0.0], [0.0, 0.0, 0.0], [-0.1, 0.0, 0.0], [-0.1, -0.1, 0.0], [-0.2, 0.0, 0.0], [0.0, -0.1, 0.0], [0.0, 0.0, 0.0], [0.0, 0.1, 0.0], [0.0, -0.1, 0.0], [0.0, 0.0, 0.1], [0.2, -0.7, -0.2]]}



No. 2
{"formula": "C22H21ClFeN2OP", "method": "ωB97M-V with the def2-TZVPD basis set", "e_tot_ev": -84359.679, "total_charge": 2, "lumo_ha": [-0.31138, -0.37651], "homo_lumo_gap_ev": [6.643, 4.950], "s2": 8.78, "spin_multiplicity": 6, "species": ["Fe", "Cl", "C", "O", "P", "C", "C", "C", "C", "C", "C", "C", "C", "H", "H", "H", "H", "H", "C", "C", "C", "C", "C", "H", "H", "H", "H", "H", "C", "C", "C", "C", "C", "H", "H", "H", "H", "H", "H", "H", "N", "C", "C", "C", "N", "H", "H", "H", "H"], "xyz": [[-0.6031, -0.6151, 2.1115], [0.2411, -2.6732, 2.1010], [-0.6083, 1.3783, 2.1188], [-0.0059, 2.3939, 2.1270], [-0.0570, -0.0674, -0.4920], [-1.5188, -0.3768, -1.5243], [0.4770, 1.6294, -1.0233], [1.2555, -1.1606, -1.1119], [1.7377, 1.8966, -1.5872], [2.0334, 3.1862, -2.0365], [1.0830, 4.2064, -1.9451], [-0.1764, 3.9311, -1.4034], [-0.4788, 2.6545, -0.9434], [2.4693, 1.0964, -1.6917], [3.0094, 3.3822, -2.4716], [1.3081, 5.2008, -2.3229], [-0.9366, 4.7112, -1.3438], [-1.4787, 2.4372, -0.5551], [-2.4138, -1.3828, -1.0859], [-3.6623, -1.4781, -1.6815], [-3.9593, -0.7169, -2.8081], [-2.9939, 0.1489, -3.3457], [-1.7731, 0.3246, -2.7015], [-2.1534, -2.0886, -0.2940], [-4.3864, -2.1810, -1.2580], [-4.9211, -0.8248, -3.2909], [-3.1770, 0.6901, -4.2637], [-1.0115, 0.9985, -3.1038], [1.0436, -1.9261, -2.2648], [2.0746, -2.7073, -2.7872], [3.3250, -2.7349, -2.1613], [3.5252, -2.0039, -0.9814], [2.4939, -1.2352, -0.4441], [0.0751, -1.8917, -2.7580], [1.8954, -3.2830, -3.6960], [4.1456, -3.3084, -2.6085], [4.5047, -2.0313, -0.4866], [2.6577, -0.6939, 0.4918], [-1.8710, 0.5131, 2.6694], [-0.8733, -1.3533, 0.6888], [0.5501, -1.3085, 4.9138], [0.4107, -1.0640, 6.2334], [-0.3910, 0.0756, 6.3687], [-0.6840, 0.4840, 5.0352], [-0.1519, -0.3970, 4.1322], [1.0925, -2.0353, 4.4669], [0.8890, -1.7054, 7.0141], [-0.7480, 0.5400, 7.2671], [-1.2631, 1.3656, 4.7334]], "forces_ev_per_a": [[0.2, -0.7, 2.6], [-0.1, 0.0, -0.4], [4.7, 4.7, -1.2], [-3.8, -3.8, 0.8], [0.0, -1.1, -3.4], [-0.2, -0.8, 1.0], [-0.3, 0.1, 0.8], [0.4, -0.2, 0.8], [0.1, -0.2, 0.3], [-0.3, -0.2, 0.0], [-0.1, -0.4, 0.1], [-0.2, -0.1, 0.0], [-0.1, 0.1, 0.2], [-0.1, 0.3, 0.1], [-0.2, -0.1, 0.0], [0.0, -0.2, 0.2], [0.2, -0.2, -0.1], [0.3, 0.2, -0.1], [-0.1, 0.9, -0.3], [0.1, -0.7, 0.1], [0.5, 0.4, -0.2], [-0.1, -0.4, 0.2], [0.0, 0.3, 0.1], [-0.1, 0.3, 0.1], [0.2, 0.2, -0.4], [0.0, 0.1, 0.0], [-0.1, 0.0, 0.0], [-0.4, -0.1, 0.1], [-0.1, 0.0, 0.0], [0.1, 0.1, 0.1], [-0.2, 0.2, 0.0], [0.2, 0.0, 0.0], [0.1, -0.1, -0.1], [0.2, -0.1, 0.0], [0.1, 0.2, 0.3], [-0.4, 0.2, 0.3], [-0.5, 0.0, -0.2], [0.0, -0.1, -0.3], [-0.4, 0.2, -0.1], [0.7, 0.8, -1.5], [-0.7, 0.8, -0.1], [0.0, 0.1, 0.0], [0.1, -0.1, -1.8], [0.4, -1.0, 1.0], [0.5, 0.2, 1.8], [-0.2, 0.0, 0.0], [-0.5, 0.7, -1.0], [0.1, 0.1, 0.1], [0.3, -0.6, 0.1]]}